No. 1
{"formula": "C30H49N3O4PS2SiW", "method": "ωB97M-V/def2-TZVPD", "species": ["W", "C", "N", "C", "C", "C", "C", "C", "N", "C", "C", "C", "C", "C", "C", "H", "H", "H", "H", "H", "H", "H", "H", "H", "H", "H", "C", "C", "O", "P", "S", "S", "O", "C", "C", "H", "H", "H", "H", "H", "H", "H", "H", "H", "H", "C", "H", "H", "H", "O", "C", "C", "C", "C", "O", "N", "H", "H", "H", "H", "C", "Si", "C", "C", "C", "C", "C", "C", "C", "C", "H", "H", "H", "H", "H", "H", "H", "H", "H", "H", "H", "H", "H", "H", "H", "H", "H", "H", "H", "H", "H"], "positions_angstrom": [[-0.32303, -0.11125, 0.02038], [-0.90948, -2.20228, 2.52461], [-0.39986, -2.00609, 1.14119], [-0.11279, -3.05619, 0.45747], [0.43978, -2.85900, -0.81724], [0.91961, -3.70275, -1.79073], [1.43068, -2.86834, -2.80405], [1.21869, -1.56985, -2.39909], [0.61712, -1.53558, -1.17799], [-1.78709, -3.41634, 2.72604], [-1.24031, -4.60946, 3.19521], [-2.03218, -5.73707, 3.37450], [-3.38922, -5.67975, 3.09321], [-3.94896, -4.49055, 2.64299], [-3.15420, -3.36687, 2.46444], [-1.43020, -1.29974, 2.80136], [-0.03907, -2.27894, 3.17612], [-0.27832, -4.05098, 0.85317], [0.89568, -4.78499, -1.76713], [1.89437, -3.17351, -3.73013], [1.45488, -0.65664, -2.91176], [-0.18160, -4.65370, 3.43330], [-1.58871, -6.65718, 3.73964], [-4.01119, -6.55572, 3.23207], [-5.01011, -4.43640, 2.43291], [-3.59848, -2.44195, 2.11604], [-3.61723, 2.83290, -5.02677], [-2.89824, 2.73742, -3.70175], [-3.04408, 1.39037, -3.17214], [-1.85043, 0.35285, -3.17555], [-2.42464, -1.40265, -2.64384], [-0.28307, 1.16736, -2.09829], [-1.36735, 0.50153, -4.69547], [-0.30216, -0.30877, -5.22007], [-0.38127, -0.26000, -6.72544], [-3.55700, 3.85526, -5.40943], [-4.67082, 2.57090, -4.91060], [-3.16798, 2.15924, -5.75841], [-3.31884, 3.39471, -2.95144], [-1.84014, 2.98220, -3.80079], [-0.41343, -1.32666, -4.84541], [0.64618, 0.09585, -4.85930], [-1.33768, -0.65723, -7.07038], [0.42191, -0.86159, -7.16017], [-0.27836, 0.76535, -7.08581], [-2.43698, -0.32245, 0.49916], [-2.97658, 0.27160, -0.23208], [-2.73627, -0.01734, 1.50198], [-2.69197, -1.36376, 0.33878], [-0.42083, 0.58782, 2.22952], [-0.99747, 1.66462, 1.92555], [-1.57896, 2.72946, 2.80445], [-2.21695, 3.65262, 1.76095], [-1.90228, 3.01415, 0.40237], [-2.26727, 3.43673, -0.66125], [-1.13964, 1.86718, 0.63659], [-0.78942, 3.20807, 3.38421], [-2.28677, 2.29196, 3.50816], [-1.81772, 4.66576, 1.77088], [-3.29961, 3.72436, 1.85550], [3.02171, 0.83633, -0.94045], [2.05404, 0.90923, 0.68302], [2.98459, -0.30688, 1.87684], [4.42965, 0.14280, 2.14989], [2.30000, -0.49990, 3.23878], [3.07614, -1.68157, 1.20011], [2.23178, 2.76255, 1.21921], [1.18929, 3.65006, 0.51599], [3.59742, 3.31802, 0.75274], [2.13108, 2.97925, 2.73764], [4.04237, 1.18697, -0.75795], [2.57930, 1.47261, -1.71372], [3.08565, -0.17794, -1.33410], [4.47634, 1.04845, 2.75251], [5.00554, 0.30424, 1.23382], [4.93912, -0.64590, 2.71935], [2.34315, 0.39961, 3.85605], [2.81202, -1.30024, 3.79190], [1.24707, -0.77279, 3.14058], [3.49172, -1.63503, 0.18861], [2.10318, -2.16438, 1.13784], [3.72975, -2.33187, 1.79614], [1.05658, 3.39287, -0.54112], [1.51756, 4.69587, 0.56463], [0.20736, 3.60038, 0.99076], [3.64395, 3.40592, -0.33605], [4.45416, 2.73876, 1.07737], [3.71074, 4.33017, 1.16156], [1.28258, 2.46237, 3.19196], [2.03534, 4.05242, 2.95300], [3.02813, 2.62890, 3.25285]], "nbo_charge": [1.261, -0.279, -0.518, 0.169, -0.005, -0.183, -0.311, 0.024, -0.610, 0.034, -0.235, -0.211, -0.207, -0.203, -0.219, 0.243, 0.216, 0.216, 0.226, 0.226, 0.231, 0.211, 0.217, 0.217, 0.218, 0.221, -0.631, -0.059, -0.833, 1.737, -0.565, -0.446, -0.845, -0.064, -0.622, 0.211, 0.214, 0.219, 0.209, 0.188, 0.202, 0.177, 0.217, 0.214, 0.212, -0.938, 0.226, 0.195, 0.204, -0.651, 0.711, -0.511, -0.520, 0.715, -0.559, -0.653, 0.249, 0.245, 0.245, 0.247, -1.227, 1.674, -0.564, -0.608, -0.602, -0.602, -0.570, -0.592, -0.606, -0.601, 0.232, 0.244, 0.241, 0.203, 0.206, 0.204, 0.209, 0.195, 0.213, 0.213, 0.205, 0.201, 0.222, 0.202, 0.188, 0.212, 0.207, 0.204, 0.201, 0.201, 0.208], "homo_lumo_gap_ev": [7.10, 7.16], "fmax_ev_per_a": 0.70, "e_tot_ha": -3132.21700, "multiplicity": 2, "molar_mass_g_mol": 822.77}

=====

No. 2
{"formula": "C30H49NO14", "method": "ωB97M-V/def2-TZVPD", "species": ["C", "C", "C", "N", "C", "H", "H", "H", "H", "H", "O", "C", "C", "C", "C", "O", "H", "H", "H", "H", "H", "H", "O", "C", "C", "C", "C", "O", "H", "H", "H", "H", "H", "H", "O", "C", "C", "C", "C", "O", "H", "H", "H", "H", "H", "H", "O", "C", "C", "C", "C", "O", "H", "H", "H", "H", "H", "H", "O", "C", "C", "C", "C", "O", "H", "H", "H", "H", "H", "H", "O", "C", "C", "C", "C", "O", "H", "H", "H", "H", "H", "H", "C", "O", "H", "H", "H", "H", "C", "O", "H", "H", "H", "H"], "positions_angstrom": [[-4.33842, -1.37810, -2.48810], [-4.24229, -1.47941, -1.10482], [-3.29703, -0.60742, -0.62273], [-2.73101, 0.00746, -1.73432], [-3.41927, -0.42393, -2.84059], [-5.00665, -1.96220, -3.09525], [-4.85156, -2.11029, -0.47294], [-2.91601, -0.33906, 0.34874], [-1.95006, 0.64429, -1.74057], [-3.18157, -0.07808, -3.83590], [-1.56926, 3.66995, 0.49585], [-2.65642, 3.32381, 0.89213], [-3.98044, 3.56432, 0.18694], [-5.01096, 3.12452, 1.22468], [-4.18303, 2.32749, 2.24238], [-2.82885, 2.76159, 2.08267], [-3.95738, 4.63998, -0.00041], [-4.10358, 3.11765, -0.79713], [-5.44716, 3.98100, 1.74306], [-5.83611, 2.51849, 0.85922], [-4.59729, 2.31859, 3.24648], [-4.28627, 1.27934, 1.93762], [2.22860, -3.61299, 3.60780], [1.60700, -2.66580, 3.98054], [1.12947, -2.37740, 5.40991], [0.66472, -0.90305, 5.21225], [0.37104, -0.78402, 3.72932], [1.26650, -1.70318, 3.10491], [0.25962, -3.00964, 5.58642], [1.97404, -2.58826, 6.05241], [-0.21938, -0.60630, 5.77631], [1.52694, -0.31624, 5.52897], [-0.65628, -1.04465, 3.45793], [0.54398, 0.23925, 3.39354], [3.87793, 0.47470, -5.67373], [3.15282, 1.08096, -4.93485], [2.75381, 2.53849, -4.99980], [1.34623, 2.48933, -4.40511], [1.33517, 1.22019, -3.48940], [2.41937, 0.42330, -4.02262], [3.47095, 3.14459, -4.45394], [2.63823, 2.78965, -6.05111], [1.02589, 3.36641, -3.84164], [0.55368, 2.34846, -5.14112], [1.49012, 1.47713, -2.44559], [0.46077, 0.61020, -3.69829], [-1.66175, -6.35563, 2.98721], [-1.85175, -5.35738, 2.34665], [-0.86658, -4.36309, 1.81755], [-1.59616, -3.57822, 0.74195], [-3.09493, -3.91000, 1.06635], [-3.09489, -4.98376, 2.00471], [-0.50610, -3.78917, 2.67787], [0.07708, -4.84044, 1.54470], [-1.46197, -2.51329, 0.93668], [-1.30302, -3.77576, -0.28275], [-3.48957, -3.04512, 1.60286], [-3.66068, -4.18300, 0.18115], [1.06903, -5.77114, -1.29369], [0.69084, -4.72974, -1.74125], [1.22915, -3.35249, -1.51316], [0.21175, -2.42259, -2.21018], [-0.68393, -3.40963, -3.00120], [-0.42732, -4.72698, -2.51917], [1.24147, -3.32883, -0.41913], [2.23987, -3.24530, -1.89485], [-0.39436, -1.73872, -1.62121], [0.81161, -1.83074, -2.90227], [-1.70987, -3.07998, -2.84512], [-0.38590, -3.37136, -4.04876], [4.90193, 3.47155, -2.52298], [4.20823, 3.98408, -1.69666], [4.61037, 4.97817, -0.65267], [3.25161, 5.53470, -0.22653], [2.28131, 4.39813, -0.54039], [2.88033, 3.71905, -1.65882], [5.02102, 4.55825, 0.26895], [5.25133, 5.81869, -0.90221], [3.22194, 5.88693, 0.80516], [3.01181, 6.41842, -0.82328], [2.06503, 3.60701, 0.18394], [1.28817, 4.83261, -0.68236], [3.91457, -0.23239, 2.71144], [4.16149, -0.72060, 4.02234], [3.95970, -1.01506, 1.95170], [2.87508, 0.09359, 2.65419], [4.50774, 0.62531, 2.38897], [4.88594, -1.34665, 3.91787], [0.36145, 0.60604, 0.27702], [0.13949, 1.69762, -0.63327], [0.84730, 0.90546, 1.20877], [-0.58406, 0.08781, 0.46848], [1.04811, -0.04014, -0.27493], [-0.32256, 2.34272, -0.06981]], "mulliken_charge": [-0.590, -0.728, -0.483, 0.687, -0.904, 0.479, 0.600, 0.453, 0.059, 0.439, -0.718, 0.573, -0.369, -0.606, -0.215, -0.324, 0.331, 0.248, 0.282, 0.329, 0.399, 0.082, -0.611, 0.499, -0.604, -0.788, -0.124, -0.103, 0.263, 0.351, 0.441, 0.269, 0.250, 0.259, -0.633, 0.389, -0.244, -0.778, 0.402, -0.332, 0.107, 0.306, 0.256, 0.466, -0.116, 0.148, -0.610, 0.273, 0.044, 1.423, -0.440, -0.395, -0.441, 0.562, -0.607, -0.519, 0.236, 0.282, -0.588, 0.466, -0.241, 0.821, -0.578, -0.387, -0.107, 0.467, -0.481, 0.169, 0.268, 0.362, -0.574, 0.536, -0.520, -0.618, -0.225, -0.148, 0.263, 0.320, 0.387, 0.275, 0.038, 0.269, -0.324, -0.522, 0.286, -0.111, 0.372, 0.315, -0.169, -0.338, 0.481, -0.297, 0.164, 0.058], "homo_lumo_gap_ev": 8.99, "smiles": "c1cc[nH]c1.O=C1CCCO1.O=C1CCCO1.O=C1CCCO1.O=C1CCCO1.O=C1CCCO1.O=C1CCCO1.CO.CO", "fmax_ev_per_a": 2.37, "e_tot_ha": -2280.62510, "molar_mass_g_mol": 647.72}

=====

No. 3
{"formula": "C30H50", "method": "ωB97M-V/def2-TZVPD", "species": ["C", "C", "C", "C", "H", "H", "C", "C", "C", "C", "H", "H", "C", "C", "C", "C", "H", "H", "C", "C", "C", "C", "H", "H", "C", "C", "C", "C", "H", "H", "C", "C", "C", "C", "H", "H", "H", "C", "H", "H", "H", "H", "H", "H", "C", "H", "H", "H", "H", "H", "H", "C", "H", "H", "H", "H", "H", "H", "H", "C", "H", "H", "H", "H", "H", "H", "C", "H", "H", "H", "H", "H", "H", "C", "H", "H", "H", "H", "H", "H"], "positions_angstrom": [[-1.81463, -2.28248, 2.69782], [-2.62325, -2.35762, 1.42080], [-3.78218, -1.62880, 1.29246], [-4.54553, -0.88823, 2.32484], [-5.65749, -1.16000, 2.12281], [-4.35768, -1.24743, 3.40766], [-4.34489, 0.50644, 2.33388], [-4.77250, 1.19703, 0.73443], [-3.96211, 1.56435, -0.19813], [-4.26901, 2.02165, -1.45662], [-5.13161, 3.04136, -1.31465], [-4.86435, 1.35874, -2.13741], [-3.09223, 2.47292, -2.32779], [-1.99794, 1.72692, -2.34852], [-0.86806, 1.75828, -1.88112], [0.18708, 0.74535, -1.59895], [1.24126, 1.12480, -1.49069], [0.30107, 0.19024, -2.59114], [0.11095, -0.13778, -0.66170], [1.05365, -1.23957, -0.41123], [1.14829, -2.35565, -1.40549], [2.18799, -3.27040, -1.04649], [2.75306, -3.36683, -2.13654], [1.79248, -4.28217, -0.77508], [3.40803, -2.89169, -0.42989], [4.25792, -1.80246, -0.55738], [4.68267, -1.08524, 0.26336], [5.41886, 0.46312, -0.33722], [5.96284, 0.69912, 0.55820], [6.02136, -0.03533, -1.09337], [4.38861, 1.48564, -0.82176], [3.50681, 1.86633, 0.23029], [3.87928, 2.91079, 1.21900], [2.89289, 3.14648, 2.28150], [2.57262, 4.24525, 2.18032], [2.06819, 2.85055, 2.35670], [3.44195, 3.20277, 3.09739], [5.12536, 3.67425, 1.42979], [4.89702, 4.76492, 1.24898], [5.58052, 3.59710, 0.35341], [5.82915, 3.30962, 2.17877], [2.45722, 1.45002, 0.73248], [3.62811, 0.88538, -1.49514], [4.88258, 2.04766, -1.21758], [4.46689, -0.85745, 1.68870], [4.04535, -1.74688, 2.10901], [5.63743, -1.22262, 2.23401], [4.36992, -0.09285, 2.15821], [4.35768, -1.61116, -1.71663], [2.84901, -2.92516, 0.86100], [4.12842, -3.86393, -0.23059], [0.25405, -2.63373, -2.47153], [0.87640, -2.40150, -3.48541], [-0.61949, -2.18449, -2.24507], [0.09581, -3.80552, -2.28822], [1.88251, -1.00988, 0.42854], [-0.99584, -0.76118, -0.82829], [-0.11818, 0.29744, 0.40755], [-0.67353, 2.74749, -1.11485], [-2.22106, 0.44989, -2.95729], [-1.42132, -0.03092, -3.81065], [-2.78552, -0.32808, -2.55844], [-3.02277, 0.76263, -4.09078], [-2.88384, 3.49000, -1.56391], [-3.43677, 2.88700, -3.15757], [-2.80539, 1.36614, 0.09543], [-6.23435, 1.16846, 0.74640], [-6.69491, 1.22251, 1.76064], [-6.73073, 0.45056, 0.04170], [-6.47358, 2.31680, 0.72077], [-4.65062, 1.32661, 3.10265], [-3.10579, 0.73470, 2.32350], [-4.57132, -1.82551, 0.36550], [-2.25099, -2.98453, 0.15725], [-2.78229, -3.26978, -0.60891], [-1.11082, -2.97512, 0.01470], [-2.37290, -4.19203, 0.58452], [-1.62536, -3.26928, 2.92894], [-2.07058, -1.62423, 3.24455], [-0.89989, -1.87980, 2.42352]], "nbo_charge": [-0.618, 0.023, -0.195, -0.506, 0.209, 0.213, -0.384, 0.086, -0.292, -0.396, 0.193, 0.216, -0.356, -0.155, -0.045, -0.468, 0.222, 0.207, -0.421, -0.225, 0.039, -0.434, 0.169, 0.234, -0.323, -0.290, 0.081, -0.371, 0.195, 0.205, -0.423, -0.226, 0.053, -0.615, 0.192, 0.192, 0.203, -0.698, 0.237, 0.213, 0.242, 0.229, 0.207, 0.173, -0.585, 0.224, 0.178, 0.193, 0.183, 0.113, 0.233, -0.652, 0.243, 0.227, 0.214, 0.231, 0.169, 0.202, 0.159, -0.586, 0.238, 0.219, 0.149, 0.172, 0.224, 0.219, -0.717, 0.228, 0.236, 0.232, 0.234, 0.182, 0.187, -0.612, 0.228, 0.226, 0.179, 0.220, 0.203, 0.218], "homo_lumo_gap_ev": 8.79, "fmax_ev_per_a": 19.40, "e_tot_ha": -1171.97480, "molar_mass_g_mol": 410.73}